{"formula": "C66H59Br2O38Si", "method": "ωB97M-V with the def2-TZVPD basis set", "total_charge": -1, "de_lowest_ev": 0.000, "lumo_energy_ha": -0.0111, "e_tot_ev": -295164.52549, "species": ["C", "C", "Br", "C", "Br", "C", "C", "C", "C", "C", "O", "C", "O", "Si", "C", "C", "C", "H", "H", "H", "H", "H", "H", "H", "H", "H", "H", "H", "H", "H", "H", "H", "H", "H", "H", "H", "H", "H", "H", "H", "C", "C", "C", "O", "C", "C", "C", "O", "O", "O", "H", "H", "H", "H", "C", "C", "C", "O", "C", "C", "C", "O", "O", "O", "H", "H", "H", "H", "C", "C", "C", "O", "C", "C", "C", "O", "O", "O", "H", "H", "H", "H", "C", "C", "C", "O", "C", "C", "C", "O", "O", "O", "H", "H", "H", "H", "C", "C", "C", "O", "C", "C", "C", "O", "O", "O", "H", "H", "H", "H", "C", "C", "C", "O", "C", "C", "C", "O", "O", "O", "H", "H", "H", "H", "C", "C", "C", "O", "C", "C", "C", "O", "O", "O", "H", "H", "H", "H", "C", "C", "C", "O", "C", "C", "C", "O", "O", "O", "H", "H", "H", "H", "C", "C", "C", "O", "C", "C", "C", "O", "O", "O", "H", "H", "H", "H"], "xyz": [[-2.326, 0.729, 0.025], [-0.898, 0.406, -0.406], [-0.888, -0.949, -1.841], [0.149, 1.487, -0.658], [-0.201, 2.634, 1.340], [0.298, 2.373, -1.694], [1.746, 2.345, -2.237], [2.467, 1.002, -2.375], [3.276, 0.871, -3.652], [4.135, -0.374, -3.658], [3.362, -1.581, -3.565], [2.896, -2.018, -4.743], [1.735, -2.042, -5.058], [-0.836, 2.453, -3.135], [-0.399, 1.363, -4.622], [-2.665, 2.374, -2.731], [-0.601, 4.198, -3.847], [-2.609, 1.745, -0.203], [-2.407, 0.572, 1.093], [-3.022, 0.042, -0.445], [-0.483, -0.184, 0.400], [1.098, 1.085, -0.331], [2.354, 2.960, -1.570], [1.791, 2.864, -3.193], [3.191, 0.902, -1.564], [1.808, 0.145, -2.291], [3.975, 1.702, -3.728], [2.618, 0.830, -4.517], [4.769, -0.406, -4.545], [4.785, -0.372, -2.789], [3.685, -2.406, -5.395], [-1.213, 1.384, -5.342], [-0.171, 0.327, -4.396], [0.459, 1.814, -5.116], [-2.905, 2.966, -1.855], [-3.244, 2.762, -3.566], [-3.016, 1.356, -2.572], [-1.114, 4.930, -3.232], [-0.921, 4.281, -4.884], [0.455, 4.455, -3.826], [-0.341, -5.412, 2.651], [-0.386, -4.080, 2.798], [0.059, -3.132, 1.707], [-0.038, -1.949, 1.962], [0.569, -3.683, 0.469], [0.616, -5.014, 0.331], [0.150, -5.957, 1.411], [0.228, -7.152, 1.166], [1.070, -5.633, -0.749], [-0.817, -3.467, 3.883], [-0.660, -6.098, 3.422], [0.892, -3.003, -0.308], [0.981, -6.586, -0.568], [-0.745, -2.508, 3.696], [-5.630, -8.578, 0.344], [-4.959, -7.485, 0.737], [-3.492, -7.285, 0.425], [-2.991, -6.252, 0.820], [-2.786, -8.317, -0.303], [-3.458, -9.408, -0.693], [-4.929, -9.600, -0.401], [-5.438, -10.625, -0.817], [-2.919, -10.413, -1.360], [-5.495, -6.493, 1.418], [-6.678, -8.729, 0.559], [-1.733, -8.172, -0.501], [-3.638, -11.055, -1.510], [-4.784, -5.836, 1.554], [-2.301, 3.960, 6.246], [-2.246, 3.306, 5.062], [-3.314, 2.294, 4.675], [-3.223, 1.748, 3.601], [-4.389, 2.030, 5.623], [-4.419, 2.691, 6.784], [-3.377, 3.712, 7.158], [-3.527, 4.268, 8.239], [-5.357, 2.515, 7.710], [-1.293, 3.496, 4.196], [-1.551, 4.682, 6.534], [-5.136, 1.298, 5.350], [-5.116, 3.108, 8.448], [-1.420, 2.940, 3.376], [-7.542, 8.617, 7.235], [-7.985, 7.895, 8.273], [-7.578, 6.455, 8.489], [-8.029, 5.909, 9.480], [-6.702, 5.834, 7.527], [-6.256, 6.551, 6.485], [-6.642, 7.999, 6.282], [-6.168, 8.563, 5.316], [-5.443, 6.075, 5.565], [-8.804, 8.355, 9.202], [-7.825, 9.647, 7.076], [-6.427, 4.801, 7.678], [-5.257, 6.809, 4.949], [-8.942, 7.614, 9.824], [5.665, 6.105, 2.063], [5.681, 5.434, 0.904], [4.590, 4.457, 0.521], [4.719, 3.920, -0.564], [3.505, 4.225, 1.449], [3.498, 4.890, 2.615], [4.577, 5.880, 2.984], [4.478, 6.440, 4.065], [2.568, 4.751, 3.540], [6.628, 5.546, -0.011], [6.435, 6.803, 2.345], [2.729, 3.519, 1.178], [2.808, 5.356, 4.265], [6.357, 4.947, -0.734], [-5.805, -1.760, -6.433], [-5.951, -1.134, -5.256], [-4.772, -0.711, -4.399], [-5.062, -0.156, -3.357], [-3.434, -1.004, -4.863], [-3.290, -1.642, -6.036], [-4.467, -2.046, -6.896], [-4.185, -2.598, -7.943], [-2.124, -1.970, -6.554], [-7.115, -0.824, -4.718], [-6.642, -2.063, -7.046], [-2.580, -0.720, -4.260], [-2.292, -2.418, -7.410], [-6.897, -0.377, -3.874], [7.726, 6.221, 7.493], [7.726, 6.667, 6.227], [8.085, 5.774, 5.059], [8.049, 6.277, 3.953], [8.446, 4.399, 5.320], [8.444, 3.956, 6.586], [8.074, 4.844, 7.752], [8.098, 4.328, 8.854], [8.757, 2.724, 6.940], [7.418, 7.900, 5.883], [7.470, 6.850, 8.333], [8.708, 3.771, 4.481], [8.659, 2.690, 7.911], [7.464, 7.936, 4.909], [3.443, -7.575, 1.540], [3.989, -6.429, 1.971], [5.420, -6.049, 1.668], [5.807, -4.981, 2.100], [6.232, -6.968, 0.899], [5.686, -8.113, 0.466], [4.247, -8.481, 0.752], [3.858, -9.537, 0.289], [6.330, -9.021, -0.245], [3.338, -5.531, 2.688], [2.418, -7.848, 1.751], [7.258, -6.697, 0.696], [5.683, -9.732, -0.419], [3.962, -4.797, 2.847], [-0.308, -2.607, -12.396], [-1.177, -2.842, -11.402], [-0.766, -2.795, -9.948], [-1.653, -3.020, -9.146], [0.608, -2.500, -9.614], [1.475, -2.266, -10.610], [1.064, -2.297, -12.066], [1.935, -2.056, -12.881], [2.752, -1.989, -10.429], [-2.451, -3.128, -11.577], [-0.590, -2.635, -13.439], [0.890, -2.476, -8.570], [3.130, -1.861, -11.320], [-2.839, -3.228, -10.684]]}

{"formula": "C66H60F9N3", "method": "ωB97M-V with the def2-TZVPD basis set", "de_lowest_ev": 0.000, "lumo_energy_ha": 0.0155, "e_tot_ev": -98341.56052, "smiles": "c1cc[nH]c1.c1cc[nH]c1.c1cc[nH]c1.Fc1ccccc1.Fc1ccccc1.Fc1ccccc1.Fc1ccccc1.Fc1ccccc1.Fc1ccccc1.Fc1ccccc1.Fc1ccccc1.Fc1ccccc1", "species": ["C", "C", "C", "N", "C", "H", "H", "H", "H", "H", "C", "C", "C", "N", "C", "H", "H", "H", "H", "H", "C", "C", "C", "N", "C", "H", "H", "H", "H", "H", "F", "C", "C", "C", "C", "C", "C", "H", "H", "H", "H", "H", "F", "C", "C", "C", "C", "C", "C", "H", "H", "H", "H", "H", "F", "C", "C", "C", "C", "C", "C", "H", "H", "H", "H", "H", "F", "C", "C", "C", "C", "C", "C", "H", "H", "H", "H", "H", "F", "C", "C", "C", "C", "C", "C", "H", "H", "H", "H", "H", "F", "C", "C", "C", "C", "C", "C", "H", "H", "H", "H", "H", "F", "C", "C", "C", "C", "C", "C", "H", "H", "H", "H", "H", "F", "C", "C", "C", "C", "C", "C", "H", "H", "H", "H", "H", "F", "C", "C", "C", "C", "C", "C", "H", "H", "H", "H", "H"], "xyz": [[-3.994, 2.308, 1.135], [-2.745, 2.478, 0.504], [-2.912, 3.318, -0.562], [-4.256, 3.581, -0.666], [-4.935, 2.971, 0.382], [-4.217, 1.718, 2.018], [-1.828, 2.026, 0.782], [-2.252, 3.775, -1.274], [-4.711, 4.152, -1.340], [-6.011, 3.078, 0.489], [-1.932, -1.333, -5.221], [-2.380, -0.005, -5.219], [-1.291, 0.756, -5.542], [-0.225, -0.056, -5.737], [-0.590, -1.330, -5.537], [-2.562, -2.188, -4.986], [-3.379, 0.313, -4.973], [-1.211, 1.822, -5.662], [0.649, 0.327, -6.068], [0.102, -2.137, -5.714], [0.172, 5.608, -2.534], [-0.289, 5.559, -3.863], [-0.034, 4.288, -4.366], [0.597, 3.595, -3.396], [0.728, 4.354, -2.300], [0.110, 6.462, -1.849], [-0.689, 6.401, -4.439], [-0.274, 3.849, -5.318], [1.014, 2.677, -3.477], [1.217, 3.987, -1.421], [1.050, 9.447, 1.371], [1.155, 8.110, 1.411], [2.406, 7.434, 1.541], [2.435, 6.078, 1.450], [1.270, 5.321, 1.261], [0.068, 5.964, 1.153], [-0.023, 7.366, 1.220], [3.296, 8.045, 1.727], [3.404, 5.562, 1.465], [1.374, 4.268, 1.090], [-0.820, 5.352, 0.917], [-0.928, 7.918, 1.072], [-3.915, -2.833, 5.247], [-3.395, -2.397, 4.085], [-2.788, -1.155, 4.027], [-2.403, -0.628, 2.796], [-2.556, -1.394, 1.669], [-3.095, -2.706, 1.696], [-3.512, -3.219, 2.947], [-2.692, -0.570, 4.935], [-1.953, 0.341, 2.672], [-2.222, -1.040, 0.722], [-3.203, -3.274, 0.782], [-3.927, -4.208, 3.097], [-5.030, -3.847, -3.239], [-5.446, -2.706, -2.526], [-4.443, -1.960, -1.936], [-4.860, -0.833, -1.228], [-6.204, -0.530, -1.177], [-7.166, -1.315, -1.781], [-6.788, -2.468, -2.466], [-3.387, -2.160, -2.105], [-4.136, -0.139, -0.808], [-6.516, 0.392, -0.692], [-8.205, -1.015, -1.686], [-7.484, -3.209, -2.866], [2.719, -4.477, 0.616], [3.483, -3.360, 0.929], [4.013, -2.667, -0.135], [4.888, -1.603, 0.088], [5.318, -1.340, 1.388], [4.807, -2.094, 2.477], [3.884, -3.134, 2.262], [3.782, -3.052, -1.128], [5.214, -0.982, -0.746], [5.922, -0.506, 1.615], [5.142, -1.920, 3.510], [3.569, -3.748, 3.125], [-0.368, -4.934, 1.572], [0.298, -4.890, 2.784], [1.062, -5.933, 3.204], [1.884, -5.846, 4.339], [1.777, -4.711, 5.138], [0.964, -3.652, 4.752], [0.248, -3.697, 3.516], [1.134, -6.829, 2.620], [2.525, -6.690, 4.550], [2.306, -4.728, 6.089], [0.891, -2.790, 5.401], [-0.349, -2.896, 3.120], [3.083, 1.734, -2.197], [4.116, 2.216, -1.491], [4.114, 1.857, -0.168], [5.190, 2.373, 0.544], [6.133, 3.214, -0.038], [6.090, 3.480, -1.408], [5.029, 3.044, -2.136], [3.288, 1.293, 0.189], [5.265, 2.216, 1.612], [6.922, 3.682, 0.519], [6.883, 4.036, -1.912], [4.872, 3.341, -3.161], [3.236, 3.085, 2.902], [2.369, 2.191, 3.416], [1.148, 2.549, 3.962], [0.362, 1.518, 4.461], [0.849, 0.230, 4.602], [2.138, -0.062, 4.124], [2.854, 0.918, 3.455], [0.818, 3.582, 3.984], [-0.633, 1.771, 4.801], [0.250, -0.567, 5.015], [2.447, -1.101, 4.190], [3.836, 0.775, 3.038], [-1.709, -6.863, -0.572], [-1.224, -6.149, -1.615], [-2.062, -5.741, -2.676], [-1.486, -5.017, -3.736], [-0.141, -4.656, -3.731], [0.590, -4.954, -2.582], [0.105, -5.769, -1.595], [-3.079, -6.099, -2.637], [-2.122, -4.730, -4.563], [0.287, -4.066, -4.525], [1.616, -4.661, -2.514], [0.740, -6.103, -0.780], [0.880, 1.603, 0.679], [0.479, 0.545, -0.088], [-0.268, 0.713, -1.229], [-0.671, -0.390, -1.955], [-0.301, -1.659, -1.559], [0.443, -1.796, -0.401], [0.916, -0.718, 0.324], [-0.494, 1.729, -1.482], [-1.229, -0.221, -2.866], [-0.519, -2.553, -2.106], [0.723, -2.789, -0.104], [1.522, -0.895, 1.235]]}

{"formula": "C66H61Cl2HfN6O2P2S3Te", "method": "ωB97M-V with the def2-TZVPD basis set", "total_charge": 1, "de_lowest_ev": 0.000, "lumo_energy_ha": -0.0971, "e_tot_ev": -167199.22576, "species": ["Hf", "C", "N", "C", "N", "C", "C", "C", "C", "C", "C", "C", "C", "C", "C", "C", "C", "C", "C", "P", "C", "N", "C", "C", "N", "C", "C", "C", "C", "C", "C", "C", "C", "C", "C", "C", "C", "C", "C", "N", "C", "C", "N", "C", "C", "C", "C", "C", "C", "C", "C", "C", "C", "C", "C", "C", "H", "H", "H", "H", "H", "H", "H", "H", "H", "H", "H", "H", "H", "H", "H", "H", "H", "H", "H", "H", "H", "H", "H", "H", "H", "H", "H", "H", "H", "H", "H", "H", "H", "H", "H", "H", "H", "H", "H", "Cl", "C", "C", "C", "C", "C", "Cl", "C", "S", "H", "H", "H", "Te", "C", "C", "C", "C", "C", "C", "H", "H", "H", "H", "H", "C", "C", "C", "O", "P", "S", "S", "O", "C", "C", "C", "H", "H", "H", "H", "H", "H", "H", "H", "H", "H", "H", "H", "H", "H"], "xyz": [[0.244, -0.310, -0.526], [-3.992, 2.345, 2.282], [-3.428, 1.473, 1.248], [-2.144, 1.075, 1.143], [-1.983, 0.309, 0.068], [-3.219, 0.226, -0.554], [-4.125, 0.936, 0.192], [-5.566, 1.145, -0.043], [-6.507, 0.820, 0.933], [-7.863, 0.962, 0.673], [-8.286, 1.430, -0.564], [-7.352, 1.761, -1.537], [-5.997, 1.617, -1.281], [-3.569, -0.532, -1.775], [-4.411, -1.636, -1.664], [-4.805, -2.331, -2.798], [-4.372, -1.916, -4.052], [-3.556, -0.799, -4.167], [-3.163, -0.105, -3.032], [-0.939, 1.458, 2.427], [-0.370, -0.217, 2.738], [0.032, -1.153, 1.889], [0.299, -2.289, 2.653], [0.130, -1.960, 3.983], [-0.307, -0.659, 4.011], [-0.661, 0.081, 5.226], [0.381, -2.697, 5.241], [-0.666, -3.035, 6.095], [-0.413, -3.736, 7.266], [0.888, -4.097, 7.592], [1.936, -3.750, 6.748], [1.685, -3.051, 5.576], [0.664, -3.644, 2.153], [1.317, -3.848, 0.946], [1.700, -5.123, 0.544], [1.443, -6.220, 1.344], [0.744, -6.041, 2.531], [0.343, -4.776, 2.921], [0.461, 2.161, 1.551], [1.155, 1.726, 0.498], [2.181, 2.660, 0.299], [2.069, 3.627, 1.273], [0.996, 3.293, 2.047], [0.498, 4.095, 3.170], [2.819, 4.879, 1.498], [3.549, 5.070, 2.667], [4.291, 6.230, 2.845], [4.302, 7.206, 1.858], [3.558, 7.027, 0.697], [2.818, 5.870, 0.518], [3.181, 2.754, -0.791], [4.433, 3.333, -0.554], [5.321, 3.542, -1.594], [4.982, 3.180, -2.893], [3.758, 2.579, -3.132], [2.878, 2.365, -2.079], [-3.278, 3.118, 2.546], [-4.248, 1.777, 3.174], [-4.890, 2.808, 1.888], [-6.180, 0.431, 1.892], [-8.587, 0.696, 1.433], [-9.344, 1.532, -0.770], [-7.680, 2.128, -2.502], [-5.267, 1.873, -2.040], [-4.745, -1.958, -0.683], [-5.451, -3.196, -2.702], [-4.677, -2.460, -4.938], [-3.221, -0.465, -5.143], [-2.547, 0.778, -3.127], [-0.153, -0.375, 6.068], [-1.734, 0.045, 5.403], [-0.348, 1.115, 5.141], [-1.685, -2.771, 5.830], [-1.234, -4.007, 7.920], [1.085, -4.648, 8.503], [2.952, -4.024, 7.002], [2.498, -2.784, 4.909], [1.551, -3.006, 0.313], [2.206, -5.247, -0.407], [1.762, -7.210, 1.038], [0.491, -6.894, 3.150], [-0.243, -4.679, 3.820], [0.857, 5.111, 3.051], [0.862, 3.704, 4.119], [-0.586, 4.101, 3.175], [3.564, 4.295, 3.427], [4.871, 6.364, 3.750], [4.894, 8.103, 1.991], [3.562, 7.789, -0.074], [2.244, 5.720, -0.390], [4.737, 3.587, 0.452], [6.288, 3.984, -1.385], [5.678, 3.356, -3.707], [3.477, 2.275, -4.135], [1.936, 1.899, -2.270], [-0.922, 2.641, -1.510], [-0.373, 2.839, -3.142], [-0.484, 4.088, -3.727], [-0.016, 4.261, -5.017], [0.557, 3.196, -5.691], [0.650, 1.955, -5.085], [1.390, 0.669, -5.979], [0.176, 1.726, -3.784], [0.296, 0.103, -3.101], [-0.934, 4.906, -3.179], [-0.096, 5.228, -5.497], [0.938, 3.320, -6.696], [-0.653, -2.589, -1.880], [-0.735, -4.537, -1.072], [-1.538, -4.863, 0.016], [-1.685, -6.192, 0.392], [-1.037, -7.197, -0.316], [-0.241, -6.871, -1.406], [-0.091, -5.543, -1.789], [-2.059, -4.085, 0.564], [-2.309, -6.443, 1.242], [-1.154, -8.232, -0.019], [0.263, -7.649, -1.967], [0.518, -5.290, -2.651], [7.411, -0.926, -0.879], [6.171, -0.256, -1.435], [5.432, -1.139, -2.419], [5.346, 0.254, -0.342], [4.321, -0.418, 0.638], [3.900, 0.731, 2.135], [2.694, -1.020, -0.505], [5.115, -1.740, 0.990], [4.790, -2.885, 1.814], [3.993, -2.579, 3.067], [6.122, -3.534, 2.132], [8.112, -1.111, -1.695], [7.163, -1.874, -0.403], [7.898, -0.285, -0.140], [6.462, 0.664, -1.936], [5.150, -2.092, -1.965], [6.102, -1.343, -3.257], [4.531, -0.661, -2.798], [4.210, -3.553, 1.191], [4.508, -1.852, 3.694], [3.874, -3.515, 3.619], [3.003, -2.185, 2.831], [6.737, -2.856, 2.727], [6.662, -3.783, 1.216], [5.956, -4.453, 2.697]]}